# 1
C32H63GeNO5S2SiTl | wB97M-V/def2-TZVPD

Each line ends with the Mulliken charge.
Cartesian coordinates (Å):
1 Tl -0.18685 -0.51222 -0.22329  1.481
2 C 2.96558 1.82697 -0.73395  -1.390
3 C 3.01207 0.97945 0.52354  1.539
4 C 3.56621 1.85222 1.65339  -1.934
5 C 3.93136 -0.22004 0.33953  -1.336
6 O 1.65836 0.54023 0.85522  0.691
7 Ge 1.21025 0.10381 2.68249  -0.714
8 O 0.63654 -1.58753 2.04428  0.820
9 C 1.03810 -2.75897 2.77669  1.203
10 C 0.34746 -2.75021 4.13984  -1.629
11 C 2.55833 -2.80123 2.94626  -1.853
12 C 0.62636 -3.99485 1.98544  -1.293
13 O -0.49482 0.84796 2.38396  0.734
14 C -0.83681 2.05122 3.07502  1.706
15 C -2.30880 2.35090 2.80054  -1.498
16 C 0.02104 3.20857 2.56536  -1.703
17 C -0.65916 1.90140 4.58903  -1.989
18 H 3.96348 2.21318 -0.95240  0.479
19 H 2.63769 1.24244 -1.58607  -0.107
20 H 2.28144 2.66471 -0.61694  0.296
21 H 4.52518 2.26563 1.33678  0.558
22 H 2.89661 2.68311 1.86598  0.330
23 H 3.72579 1.29078 2.57308  0.381
24 H 4.96211 0.12036 0.22044  0.507
25 H 3.88741 -0.87213 1.21147  0.109
26 H 3.65371 -0.80114 -0.53618  -0.006
27 H 0.71197 -1.92624 4.75634  0.337
28 H -0.72858 -2.62994 4.01095  0.150
29 H 0.53300 -3.68339 4.67549  0.447
30 H 2.92976 -1.93185 3.48941  0.378
31 H 2.84936 -3.69408 3.50299  0.544
32 H 3.03806 -2.83542 1.96790  0.244
33 H -0.45625 -4.08761 1.91631  0.206
34 H 1.04458 -3.95590 0.97985  0.153
35 H 1.00935 -4.89163 2.47580  0.562
36 H -2.51928 2.33788 1.73182  -0.077
37 H -2.95595 1.61706 3.28066  0.410
38 H -2.56711 3.33695 3.19500  0.563
39 H -0.09615 3.32615 1.48851  0.195
40 H -0.24399 4.14417 3.06504  0.509
41 H 1.07441 3.01539 2.75698  0.289
42 H -1.14027 0.98293 4.92928  0.374
43 H 0.39079 1.86306 4.87673  0.361
44 H -1.12309 2.74534 5.10349  0.439
45 S 1.63151 -2.33636 -1.32399  -0.059
46 C 2.05908 -1.86017 -2.89006  0.665
47 C 2.94489 -2.70414 -3.62198  -1.109
48 C 3.33094 -2.41180 -4.89243  -0.581
49 C 2.85306 -1.24128 -5.53088  -0.601
50 C 2.00865 -0.40628 -4.87057  -0.985
51 C 1.57774 -0.66910 -3.53397  0.528
52 S 0.55752 0.45792 -2.80249  -0.186
53 H 3.30373 -3.59713 -3.12815  0.519
54 H 4.00475 -3.07510 -5.41840  0.389
55 H 3.16402 -1.01257 -6.54161  0.385
56 H 1.64031 0.49553 -5.34086  0.517
57 N -2.67148 4.47135 -0.17948  -0.505
58 C -1.63179 4.77947 -1.15463  -0.885
59 C -0.61421 3.64807 -1.24715  0.354
60 O 0.48137 3.77739 -1.70617  -0.587
61 O -1.07922 2.46557 -0.79403  1.031
62 H -3.54176 4.93898 -0.39033  0.211
63 H -2.39400 4.73734 0.75777  0.165
64 H -1.95633 2.67347 -0.40464  -0.631
65 H -1.08152 5.70632 -0.97755  0.368
66 H -2.08508 4.85117 -2.14629  0.395
67 C -4.28957 0.97096 -0.96077  -2.432
68 C -3.64467 -0.14268 -1.79969  3.471
69 C -4.79494 -0.83663 -2.55532  -2.128
70 C -2.75756 0.54869 -2.84257  -1.342
71 Si -2.70698 -1.45232 -0.71682  -2.575
72 C -2.34788 -3.08888 -1.67487  2.929
73 C -3.63757 -3.91620 -1.85588  -1.861
74 C -1.36770 -4.02576 -0.95837  -1.892
75 C -1.76779 -2.75738 -3.05882  -2.182
76 C -3.55342 -1.70669 0.99793  3.458
77 C -5.05202 -2.02488 0.83111  -1.700
78 C -2.91656 -2.86782 1.76848  -2.251
79 C -3.41292 -0.47714 1.89499  -2.623
80 H -4.73996 1.69527 -1.64649  0.658
81 H -3.57003 1.51072 -0.34973  0.421
82 H -5.07840 0.61648 -0.30177  0.361
83 H -5.36478 -0.06476 -3.08204  0.559
84 H -5.48849 -1.36101 -1.89859  0.352
85 H -4.43670 -1.53605 -3.30714  0.406
86 H -3.38736 1.21198 -3.44482  0.601
87 H -2.25696 -0.13850 -3.52146  0.284
88 H -1.99143 1.16005 -2.37068  -0.346
89 H -4.04601 -4.24410 -0.90079  0.369
90 H -3.37874 -4.81898 -2.41773  0.550
91 H -4.42280 -3.40662 -2.40625  0.289
92 H -1.80056 -4.48582 -0.07527  0.430
93 H -0.44490 -3.53595 -0.67117  -0.121
94 H -1.09785 -4.83190 -1.64679  0.644
95 H -2.48041 -2.24061 -3.69977  0.359
96 H -1.49648 -3.69237 -3.55743  0.596
97 H -0.86215 -2.15136 -2.99206  0.242
98 H -5.23258 -2.92099 0.23893  0.281
99 H -5.61752 -1.20953 0.38535  0.341
100 H -5.47528 -2.20337 1.82448  0.523
101 H -3.08081 -3.83437 1.29572  0.460
102 H -3.37092 -2.91212 2.76311  0.707
103 H -1.84605 -2.71001 1.90423  0.021
104 H -3.91591 0.40398 1.50357  0.503
105 H -2.37013 -0.22570 2.08512  0.237
106 H -3.87205 -0.70478 2.86387  0.534

The total energy comes out at -5023.41145 hartree. Its spin multiplicity is 2. For the HOMO-LUMO gap (alpha / beta), the calculation gives 0.2621 / 0.2112 Ha. As for the expectation value of S²: 0.772.

---

# 2
C32H64Br6O12 | wB97M-V/def2-TZVPD

Each line ends with the Mulliken charge.
Cartesian coordinates (Å):
1 C -6.34441 5.68190 5.46829  -0.962
2 C -5.26727 5.51412 6.53338  0.704
3 O -5.50814 5.78284 7.66757  -0.522
4 C -3.89438 5.05320 6.11924  -0.966
5 H -7.10188 6.41161 5.75443  0.318
6 H -6.86043 4.72189 5.48244  0.245
7 H -5.84037 5.89241 4.52503  0.323
8 H -3.86814 4.88891 5.04201  0.290
9 H -3.68756 4.07243 6.54752  0.271
10 H -3.03531 5.68452 6.34624  0.298
11 C -0.67676 0.20516 0.38327  -0.943
12 C 0.59141 -0.52086 -0.05585  0.662
13 O 0.54495 -1.76845 -0.20540  -0.583
14 C 1.92638 0.26393 -0.22081  -0.898
15 H -1.21557 -0.58531 0.90571  0.303
16 H -1.29235 0.53253 -0.45457  0.262
17 H -0.42642 0.92430 1.16318  0.330
18 H 2.36023 -0.07593 -1.16121  0.301
19 H 2.55935 0.02809 0.63465  0.273
20 H 1.67539 1.31439 -0.36799  0.294
21 O -7.64383 4.81861 -1.97979  -0.522
22 C -6.61333 4.35392 -1.62312  0.716
23 O -6.47239 3.14289 -1.06778  -0.338
24 C -7.61479 2.29224 -0.84128  -0.246
25 C -8.23805 1.66459 -2.06966  -1.057
26 C -5.32392 5.15592 -1.59547  -0.978
27 H -8.29679 2.90347 -0.25019  0.309
28 H -7.20922 1.57631 -0.12640  0.301
29 H -8.80181 2.43380 -2.59748  0.296
30 H -8.86058 0.83839 -1.72622  0.340
31 H -7.60668 1.24581 -2.85328  0.314
32 H -5.47032 5.96929 -2.30616  0.301
33 H -4.61370 4.47192 -2.06003  0.299
34 H -5.01065 5.55186 -0.62945  0.264
35 O -2.63655 -4.31525 5.71203  -0.600
36 C -3.70048 -4.88016 6.03179  0.729
37 O -4.76973 -4.32917 6.50202  -0.337
38 C -4.82090 -2.96392 6.77742  -0.199
39 C -4.21908 -2.62925 8.18094  -1.127
40 C -3.85570 -6.41519 5.96448  -0.921
41 H -5.86009 -2.63721 6.73962  0.296
42 H -4.27990 -2.44702 5.98481  0.313
43 H -3.13704 -2.75123 8.22974  0.306
44 H -4.67328 -3.21545 8.97980  0.301
45 H -4.34842 -1.60409 8.52796  0.386
46 H -2.96743 -6.93470 6.32391  0.303
47 H -4.11947 -6.68879 4.94288  0.247
48 H -4.69188 -6.67483 6.61370  0.303
49 O 2.56747 2.50916 8.95488  -0.598
50 C 2.49865 1.29300 9.16330  0.703
51 O 2.62723 0.67788 10.31854  -0.289
52 C 2.68931 1.37833 11.55268  -0.180
53 C 3.63911 0.76138 12.54884  -1.114
54 C 2.42927 0.23838 8.05583  -0.905
55 H 1.61496 1.25222 11.68669  0.283
56 H 3.11243 2.35865 11.33352  0.291
57 H 3.59930 -0.32118 12.42812  0.307
58 H 3.49804 1.01727 13.59895  0.351
59 H 4.65933 1.00261 12.25038  0.298
60 H 1.84352 0.63339 7.22579  0.314
61 H 1.82219 -0.59040 8.42007  0.306
62 H 3.46675 0.08923 7.75670  0.234
63 O 7.27279 0.67252 -11.62194  -0.585
64 C 8.39759 1.15668 -11.49690  0.692
65 O 8.88772 1.71617 -10.39435  -0.334
66 C 8.10555 1.80623 -9.20526  -0.160
67 C 8.44841 0.72088 -8.33042  -1.120
68 C 9.38627 1.22744 -12.67760  -0.834
69 H 7.05492 1.67329 -9.46332  0.300
70 H 8.21353 2.77137 -8.71030  0.303
71 H 9.48030 0.69099 -7.98057  0.284
72 H 8.21927 -0.19078 -8.88220  0.300
73 H 7.79238 0.64192 -7.46353  0.354
74 H 8.92552 1.71938 -13.53422  0.278
75 H 9.49398 0.15183 -12.81743  0.251
76 H 10.24496 1.76384 -12.27382  0.271
77 O -0.51803 -0.07437 -5.73552  -0.559
78 C -0.68307 -0.10829 -6.93148  0.720
79 O 0.17810 -0.56929 -7.83423  -0.372
80 C 1.50812 -0.95168 -7.50574  -0.272
81 C 1.69214 -2.35210 -6.96573  -1.019
82 C -2.02245 0.15559 -7.42348  -0.941
83 H 1.81820 -0.15037 -6.83501  0.321
84 H 2.24548 -0.83360 -8.29977  0.350
85 H 2.77685 -2.44270 -6.90829  0.329
86 H 1.32189 -3.15519 -7.60295  0.286
87 H 1.21719 -2.53114 -6.00112  0.300
88 H -2.01038 0.49895 -8.45792  0.328
89 H -2.57294 0.87209 -6.81382  0.300
90 H -2.45132 -0.84648 -7.42843  0.230
91 Br 5.29021 5.81847 -2.47043  -0.177
92 C 5.02827 6.97325 -0.89202  -0.620
93 C 5.70569 8.27958 -1.36265  -0.550
94 Br 5.00761 9.61166 -0.12237  -0.171
95 H 5.66359 6.57966 -0.09857  0.349
96 H 3.98541 7.06750 -0.58927  0.431
97 H 5.30374 8.44033 -2.36300  0.372
98 H 6.79519 8.29187 -1.33213  0.365
99 Br -6.12818 -5.02173 -1.10338  -0.203
100 C -4.71273 -6.03186 -2.21744  -0.705
101 C -4.27054 -5.27221 -3.38560  -0.502
102 Br -2.76321 -6.26938 -4.08513  -0.143
103 H -5.07735 -6.98873 -2.59099  0.400
104 H -3.80695 -6.25359 -1.65307  0.425
105 H -3.80482 -4.36296 -3.00552  0.342
106 H -5.02362 -5.00236 -4.12599  0.385
107 Br 2.49355 -10.70698 -1.44935  -0.146
108 C 4.08016 -9.88144 -0.57851  -0.679
109 C 3.81104 -8.57109 0.04524  -0.474
110 Br 5.34682 -7.94410 1.15376  -0.157
111 H 4.70245 -9.67027 -1.44814  0.342
112 H 4.54436 -10.63485 0.05787  0.411
113 H 3.04418 -8.86658 0.76127  0.330
114 H 3.51183 -7.87172 -0.73543  0.373

The total energy comes out at -17604.55190 hartree. Its spin multiplicity is 1. The SMILES is CCOC(C)=O.CCOC(C)=O.CCOC(C)=O.CCOC(C)=O.CCOC(C)=O.CC(C)=O.CC(C)=O.BrCCBr.BrCCBr.BrCCBr. For the HOMO-LUMO gap, the calculation gives 0.3570 Ha.

---

> Which formula does entry 1 have?

C32H63GeNO5S2SiTl

---

> Among the records above, which one has the lowest total energy?

C32H64Br6O12

---

> Among the records above, which one has the highest total energy?

C32H63GeNO5S2SiTl